{
  "formula": "AgClH10O5",
  "method": "ωB97M-V with the def2-TZVPD basis set",
  "lumo_energy_ha": [-0.289, -0.304],
  "s_squared": 0.752,
  "charge": 1,
  "spin_multiplicity": 2,
  "symbols": ["Ag", "Cl", "O", "O", "O", "O", "O", "H", "H", "H", "H", "H", "H", "H", "H", "H", "H"],
  "xyz": [[-3.320448, -4.035256, 2.320748], [-1.023504, -0.857325, 1.080338], [2.705901, 0.909581, 4.031385], [0.644169, -3.292248, -3.072804], [-3.367903, 3.584962, 2.355955], [-2.458368, 0.787262, -3.829419], [3.515590, -0.338210, -0.865856], [-2.616039, 0.094079, -4.470410], [0.258984, -3.013562, -2.242024], [1.381349, -2.696665, -3.207317], [2.991647, 1.785527, 3.771981], [-1.898536, 0.380036, -3.168375], [3.970122, -1.129279, -0.576300], [2.838783, -0.194577, -0.204385], [-2.814115, 4.273413, 2.724182], [-2.760728, 3.015824, 1.883036], [1.953095, 0.726439, 3.469266]],
  "forces_ev_per_a": [[0.0296, 0.0819, -0.0204], [-0.0757, -0.1163, 0.0353], [0.0063, -0.2472, 0.0951], [-0.2061, -0.1951, -0.0310], [-0.2090, -0.1794, 0.0396], [-0.1238, 0.1721, 0.1458], [-0.1409, 0.0488, -0.2254], [-0.0517, -0.1400, -0.2591], [-0.0462, 0.0727, 0.1605], [0.2752, 0.1699, -0.1149], [0.1583, 0.2668, -0.0149], [0.1947, -0.0465, 0.0952], [0.2442, -0.1932, 0.0524], [-0.1017, 0.1238, 0.1719], [0.0903, 0.2541, 0.1185], [0.1269, -0.0696, -0.1607], [-0.1704, -0.0027, -0.0878]]
}

{
  "formula": "C29H37N8O3PSV",
  "method": "ωB97M-V with the def2-TZVPD basis set",
  "lumo_energy_ha": [-0.093, -0.097],
  "s_squared": 2.013,
  "charge": 1,
  "spin_multiplicity": 3,
  "symbols": ["V", "S", "P", "O", "O", "O", "N", "N", "N", "N", "N", "N", "N", "N", "C", "C", "C", "C", "C", "C", "C", "C", "C", "C", "C", "C", "C", "C", "C", "C", "C", "C", "C", "C", "C", "C", "C", "C", "C", "C", "C", "C", "C", "H", "H", "H", "H", "H", "H", "H", "H", "H", "H", "H", "H", "H", "H", "H", "H", "H", "H", "H", "H", "H", "H", "H", "H", "H", "H", "H", "H", "H", "H", "H", "H", "H", "H", "H", "H", "H"],
  "xyz": [[-0.770707, 0.031776, -0.988994], [0.692812, -1.026371, -2.770172], [2.154940, 1.466903, 0.341796], [-1.222074, 1.467449, -2.099910], [0.795934, 1.006637, -0.086178], [-0.825522, -1.304256, 0.506491], [3.000339, 2.363015, -0.747131], [3.115062, 0.153985, 0.632649], [-0.860949, -3.130173, -1.892971], [-2.192824, 0.178253, 1.628763], [1.253172, -3.579311, -1.986622], [1.958460, 2.474713, 1.627061], [-1.924324, 0.954026, 0.485251], [-2.285718, -1.244523, -1.822888], [-2.414821, -1.666961, 3.769279], [-1.539944, 2.735350, -1.797240], [2.509118, -1.042520, 1.209014], [-2.141863, -2.543653, -2.065074], [-2.232873, 5.409754, -1.318423], [-4.632037, -1.466909, -2.228391], [-2.105199, -3.921815, 4.542590], [-2.268736, 2.185161, 0.543487], [-3.192535, -3.359417, -2.454035], [-3.514663, -0.721608, -1.913028], [-2.587610, -2.635448, 4.744112], [3.568664, 1.690738, -1.919527], [2.444730, 3.677448, -1.094784], [-4.461724, -2.810176, -2.518856], [-2.396309, 4.462442, -0.327612], [0.832180, 2.321235, 2.541704], [-0.693527, -4.436519, -1.442213], [-1.443500, -4.237856, 3.364970], [2.687884, -3.481581, -2.215132], [3.045908, 3.271768, 2.178329], [-1.755134, -1.980893, 2.583615], [-1.264722, -3.269088, 2.388693], [4.481674, 0.367363, 1.100914], [-1.733306, 5.014228, -2.556030], [-1.397089, 3.694719, -2.801659], [0.618340, -4.711638, -1.507513], [-1.570169, -0.955694, 1.519107], [-2.051945, 3.122150, -0.543277], [0.358794, -2.600709, -2.208552], [-2.736910, 2.547875, 1.455862], [-5.301696, -3.428593, -2.804506], [1.166345, -5.597746, -1.242562], [5.098836, -0.483014, 0.804585], [2.125930, 4.208560, -0.201542], [2.805243, 1.510044, -2.683416], [4.525697, 0.456529, 2.191847], [1.151227, 1.858967, 3.481325], [-1.522024, -5.020385, -1.086669], [-2.791427, -0.663874, 3.914516], [-0.737033, -3.495455, 1.471978], [3.214480, -3.541023, -1.265191], [-3.584927, 0.340332, -1.718473], [-5.601398, -0.992690, -2.261186], [0.414168, 3.304475, 2.771662], [-2.243919, -4.676534, 5.305715], [-1.062982, -5.239485, 3.210861], [-1.611581, 5.746392, -3.344350], [-2.797974, 4.750196, 0.636743], [1.589569, 3.582398, -1.771325], [3.464658, 2.810105, 3.077878], [3.839834, 3.400431, 1.445944], [2.667253, 4.259934, 2.450200], [-2.498940, 6.442015, -1.139690], [1.501584, -1.193829, 0.827987], [2.894786, -2.527362, -2.689311], [3.000904, -4.294836, -2.865997], [4.342996, 2.329266, -2.344674], [-1.018744, 3.382411, -3.765336], [3.222313, 4.260703, -1.587442], [-3.099628, -2.387561, 5.664417], [4.010373, 0.738041, -1.641181], [0.055444, 1.707234, 2.095101], [3.126796, -1.905009, 0.953100], [4.907119, 1.265749, 0.657984], [-3.015671, -4.393328, -2.709484], [2.461150, -0.982949, 2.303040]],
  "forces_ev_per_a": [[0.9375, 0.7850, 0.5773], [-0.1090, -0.1987, 0.2847], [-0.0384, 0.1839, 0.0357], [-0.3841, 0.0980, 0.1373], [-0.3200, -0.4151, -0.1838], [-0.1912, 0.1607, -0.4636], [0.0245, -0.0053, -0.0917], [0.0465, -0.0218, -0.0428], [0.0535, -0.0797, 0.0343], [0.1271, 0.2394, -0.4186], [0.0529, -0.0234, -0.0267], [-0.0082, 0.0184, 0.0272], [-0.0518, -0.3158, 0.3318], [-0.2018, -0.0557, 0.1675], [-0.0462, -0.0092, 0.0143], [0.1070, -0.4941, -0.2888], [-0.0594, 0.0137, 0.0372], [0.0528, -0.0099, -0.0495], [-0.0376, -0.0361, 0.1394], [0.0602, -0.0307, -0.0720], [-0.0037, -0.0262, 0.0147], [0.0882, -0.0176, -0.2919], [-0.0250, 0.0924, 0.0187], [-0.0376, 0.1450, -0.0806], [0.0015, 0.0207, -0.0083], [-0.0359, -0.0064, 0.0301], [0.0278, -0.0177, 0.0427], [0.0094, -0.0294, -0.0065], [0.0469, 0.1059, -0.1513], [-0.0097, -0.0181, -0.0035], [0.0345, -0.0097, 0.0085], [0.0088, 0.0055, -0.0121], [-0.0610, 0.0321, 0.0108], [0.0363, -0.0089, -0.0215], [0.0924, 0.1955, 0.0444], [0.0181, 0.0410, 0.0270], [0.0223, 0.0238, -0.0109], [0.0673, -0.0646, -0.1265], [-0.0314, 0.2587, 0.1630], [-0.0850, 0.0195, 0.0260], [-0.0476, -0.5564, 0.1193], [-0.0457, -0.0245, 0.1629], [-0.1066, 0.2345, -0.0770], [-0.0257, -0.0333, 0.0217], [-0.0092, 0.0099, 0.0026], [-0.0172, -0.0118, 0.0004], [-0.0074, -0.0016, 0.0102], [-0.0224, -0.0166, -0.0132], [0.0136, 0.0087, -0.0120], [0.0122, -0.0002, -0.0044], [-0.0114, 0.0005, -0.0041], [0.0276, -0.0283, 0.0097], [0.0082, 0.0001, -0.0131], [-0.0044, -0.0151, -0.0157], [0.0285, -0.0057, 0.0215], [0.0110, -0.0075, 0.0130], [-0.0104, -0.0140, -0.0127], [-0.0065, -0.0031, -0.0045], [0.0044, -0.0017, -0.0031], [0.0015, 0.0016, -0.0023], [-0.0018, 0.0016, 0.0045], [-0.0022, -0.0130, 0.0135], [-0.0041, 0.0212, -0.0156], [0.0031, 0.0128, -0.0016], [-0.0038, -0.0154, 0.0053], [0.0055, 0.0010, 0.0030], [-0.0021, -0.0013, 0.0059], [0.0312, -0.0007, -0.0109], [0.0104, -0.0034, 0.0061], [0.0253, 0.0121, -0.0040], [0.0062, -0.0039, -0.0048], [-0.0054, -0.0423, -0.0007], [-0.0051, 0.0118, -0.0067], [-0.0013, -0.0004, -0.0003], [-0.0097, -0.0010, 0.0187], [0.0096, -0.0036, -0.0023], [0.0066, -0.0397, -0.0276], [-0.0210, -0.0014, -0.0057], [-0.0061, -0.0053, 0.0040], [-0.0061, -0.0097, -0.0016]]
}

{
  "formula": "C2H3N2O2",
  "method": "ωB97M-V with the def2-TZVPD basis set",
  "lumo_energy_ha": [0.165, 0.067],
  "s_squared": 2.025,
  "charge": -1,
  "spin_multiplicity": 3,
  "symbols": ["O", "O", "N", "N", "C", "C", "H", "H", "H"],
  "xyz": [[-0.008883, 1.202909, -1.821679], [1.441473, -2.038193, 1.861580], [0.820942, -2.244557, 0.616332], [-0.321707, -0.854412, -0.942065], [0.283256, 0.003652, -2.097964], [0.361237, -1.354656, -0.086268], [1.256978, -1.145240, 2.065171], [-0.315040, -0.448983, -2.982993], [1.373714, -0.273994, -2.082541]],
  "forces_ev_per_a": [[0.2786, 2.2671, 0.1143], [0.3670, -1.7945, -0.2951], [0.0254, -3.0503, -0.5131], [-3.2290, 0.3323, -3.2896], [-0.9802, -2.0039, -1.2222], [3.2240, 0.9797, 4.0516], [-0.3798, 2.6579, 0.6038], [1.2316, 0.4748, 0.6924], [-0.5377, 0.1368, -0.1421]]
}

{
  "formula": "CH2INO3S",
  "method": "ωB97M-V with the def2-TZVPD basis set",
  "lumo_energy_ha": [-0.065, -0.065],
  "charge": 0,
  "symbols": ["I", "S", "O", "O", "O", "N", "C", "H", "H"],
  "xyz": [[-2.955057, 0.568554, 0.082435], [1.891228, -0.872026, -0.468809], [1.391263, -0.059566, -1.600567], [-0.934402, -1.648168, 1.044718], [2.574205, -0.053660, 0.548065], [-0.280434, -0.751321, 0.553705], [-0.774954, 0.570137, 0.150087], [-0.308706, 1.355422, 0.658147], [-0.603143, 0.890630, -0.967781]],
  "forces_ev_per_a": [[0.4276, 0.3268, 0.4378], [0.8661, 3.2525, -0.2947], [0.7156, -1.7573, 1.4640], [0.6989, 2.8777, -1.2642], [-0.9007, -1.6361, -1.3246], [0.1908, -1.5136, 0.3201], [-2.9047, -0.8586, -2.9831], [0.5652, 0.8996, 1.5308], [0.3412, -1.5910, 2.1139]]
}

Let's list electronic energy in order: -988.92489, -3474.63546, -337.78449, -1015.53205 Ha.